Entry 1:
The following is a DFT calculation (ωB97M-V with the def2-TZVPD basis set) of a structure of composition C13H11F2N6O4OsS.

Geometry as XYZ:
```
38
Properties=species:S:1:pos:R:3:lowdin_charge:R:1
Os -0.26568 -0.57496 -0.38553 1.390
N -2.22254 1.98494 2.30339 0.178
C -1.31434 1.27270 1.67565 -0.780
S -0.47742 1.78483 0.30371 0.747
N -0.97321 0.08707 2.34544 0.078
N -0.35669 -0.74708 1.62574 -0.184
C 0.31423 -1.73607 2.38514 -0.058
C 1.03307 -2.64663 1.77342 0.018
C 1.73926 -3.55027 1.16169 -0.056
C 3.07742 -3.30134 0.59295 -0.049
C 3.50472 -2.18759 -0.00588 -0.053
C 2.76452 -0.95575 -0.32083 -0.159
N 1.51681 -0.79827 -0.34838 -0.139
H -2.53402 2.86384 1.92091 0.131
H -2.65068 1.63258 3.14691 0.140
H 0.27386 -1.61992 3.46038 0.136
H 1.32104 -4.54910 1.06469 0.143
H 3.77630 -4.12352 0.68879 0.121
H 4.54697 -2.14026 -0.29461 0.113
H 3.36520 -0.07128 -0.54022 0.135
O -4.32349 0.09529 -4.57147 0.155
C -3.11400 0.12621 -5.10864 -0.485
O -2.92036 0.25173 -6.28559 0.136
C -1.94661 -0.02890 -4.18384 -0.017
C -0.64201 -0.05683 -4.63225 0.048
N 0.15286 -0.22900 -3.56153 0.074
N -0.57056 -0.30078 -2.44072 -0.098
C -1.84226 -0.18330 -2.79602 -0.135
C -2.83231 -0.22250 -1.68150 -0.507
O -4.01899 -0.08849 -1.87229 0.134
O -2.27488 -0.35881 -0.49895 -0.235
H -4.30529 -0.04272 -3.59805 0.075
H -0.25839 0.02826 -5.63499 0.155
H 1.15536 -0.30703 -3.53378 0.173
F -1.73829 -2.94769 0.26679 0.000
C -0.82928 -2.59196 -0.68825 -0.427
F -1.42226 -2.82292 -1.89731 0.011
H 0.01112 -3.28067 -0.61028 0.090
```

Calculated values
* HOMO: -12.4 eV
* net charge: +1

---

Entry 2:
The following is a DFT calculation (ωB97M-V with the def2-TZVPD basis set) of a structure of composition C22H25AsAuCl3OSe2Si.

Geometry as XYZ:
```
56
Properties=species:S:1:pos:R:3:lowdin_charge:R:1
Au -0.94289 -0.33061 -0.43931 0.688
C 3.86739 0.45730 2.36592 -0.363
Se 2.18008 0.16775 1.43546 0.943
C 2.71024 0.91698 -0.31059 -0.530
C 2.96142 -0.12725 -1.38417 -0.485
Se 1.32671 -0.81429 -2.27641 1.045
C 1.56767 -2.70456 -1.90724 -0.368
H 4.09545 1.52231 2.36770 0.040
H 4.65480 -0.09879 1.86190 0.036
H 3.76293 0.09896 3.38667 0.032
H 3.62175 1.49057 -0.13028 0.082
H 1.91631 1.60156 -0.60915 0.045
H 3.50217 -0.99591 -1.00201 0.076
H 3.54760 0.33404 -2.18372 0.085
H 2.44102 -3.05515 -2.45671 0.050
H 0.68497 -3.23040 -2.26209 0.018
H 1.69613 -2.86715 -0.83993 0.037
Cl -1.15257 -2.29268 2.51905 0.403
Si -2.02991 -2.11690 0.70577 -0.807
Cl -3.96784 -1.64481 0.93588 0.414
Cl -1.77137 -3.81691 -0.33339 0.386
O -0.72857 1.82029 0.17385 -0.577
As -2.10204 2.41255 0.91244 1.236
C -3.54902 2.56201 -0.39159 -0.296
C -3.26756 3.27970 -1.54934 -0.096
C -4.25238 3.47361 -2.50343 -0.049
C -5.52531 2.96788 -2.29035 -0.044
C -5.80003 2.23372 -1.14889 -0.054
C -4.81731 2.03396 -0.19168 -0.102
C -2.37236 1.41605 2.56883 -0.329
C -3.58945 1.03372 3.11763 -0.115
C -3.60915 0.33403 4.31674 -0.056
C -2.42742 0.03609 4.97686 -0.059
C -1.21194 0.43851 4.44141 -0.094
C -1.18721 1.12533 3.24153 -0.151
C -1.49415 4.20038 1.44047 -0.285
C -0.83437 4.99925 0.52048 -0.096
C -0.29922 6.20964 0.93782 -0.056
C -0.41528 6.59558 2.26154 -0.054
C -1.06713 5.78905 3.17580 -0.054
C -1.61489 4.58073 2.76858 -0.089
H -2.27613 3.69078 -1.70611 0.094
H -4.03960 4.03249 -3.40200 0.119
H -6.30458 3.15792 -3.01251 0.120
H -6.78665 1.82145 -0.99504 0.118
H -5.04817 1.46900 0.69989 0.072
H -4.52881 1.28346 2.64443 0.092
H -4.55555 0.03112 4.74128 0.121
H -2.45602 -0.49737 5.91514 0.121
H -0.28815 0.22411 4.95956 0.118
H -0.24643 1.45695 2.80800 0.070
H -0.71204 4.67854 -0.50773 0.095
H 0.22566 6.83398 0.23144 0.115
H 0.02655 7.52589 2.58392 0.118
H -1.14422 6.08274 4.21140 0.117
H -2.12807 3.94317 3.48108 0.104
```

Calculated values
* HOMO (alpha / beta): -14.3 / -13.7 eV
* net charge: +2

---

Entry 3:
The following is a DFT calculation (ωB97M-V with the def2-TZVPD basis set) of a cluster of 2 separate species, C2H7NS2 in total.

Geometry as XYZ:
```
12
Properties=species:S:1:pos:R:3:lowdin_charge:R:1
C -1.54324 -1.70456 1.41478 -0.054
C -0.56558 -2.56787 1.15014 -0.309
N 0.20394 -2.77119 0.01936 0.047
H -1.88668 -0.88394 0.81076 0.020
H -2.01344 -1.83790 2.37844 0.043
H -0.25915 -3.20486 1.96922 0.101
H 0.00776 -2.17067 -0.76378 0.083
H 0.40554 -3.73294 -0.18351 0.081
S 0.39258 1.37739 0.47819 0.213
S 0.64473 1.84713 -1.55904 0.234
H -0.60716 0.61532 0.95761 -0.242
H -0.58375 1.47533 -1.94032 -0.215
```

Calculated values
* HOMO: -8.4 eV
* net charge: 0
* structure (SMILES): C=CN.SS

---

Entry 4:
The following is a DFT calculation (ωB97M-V with the def2-TZVPD basis set) of a structure of composition C39H32O2P3S2V.

Geometry as XYZ:
```
79
Properties=species:S:1:pos:R:3:lowdin_charge:R:1
V 1.57964 -0.96626 0.23241 -0.218
S 1.31420 -1.73723 -1.94114 0.295
P -0.17282 -0.07202 -1.81094 0.655
C 0.56789 0.52872 -0.31117 -0.705
P 1.88331 1.70197 0.07853 0.635
S 3.37517 0.18221 0.58509 0.335
C 1.35113 2.90538 1.35256 -0.332
C 2.20648 3.49363 2.32193 -0.066
C 1.66243 4.39262 3.25179 -0.100
C 0.30127 4.70469 3.25400 -0.098
C -0.49843 4.20716 2.21698 -0.091
C 0.02377 3.32808 1.26620 -0.110
C 2.62530 2.59602 -1.28106 -0.348
C 2.17779 3.88396 -1.60128 -0.076
C 2.37494 4.35880 -2.90939 -0.097
C 3.14792 3.65357 -3.83221 -0.104
C 3.62805 2.40733 -3.44918 -0.098
C 3.38695 1.86461 -2.20446 -0.101
C -0.48224 1.23874 -3.06048 -0.333
C 0.27034 1.28746 -4.23098 -0.088
C 0.06263 2.32425 -5.13905 -0.105
C -0.89060 3.29817 -4.91205 -0.104
C -1.59102 3.26491 -3.71279 -0.088
C -1.42045 2.21902 -2.79778 -0.084
C -1.89046 -0.68819 -1.55163 -0.323
C -2.56805 -0.33529 -0.37990 -0.107
C -3.93510 -0.58941 -0.24188 -0.106
C -4.64391 -1.26938 -1.21905 -0.097
C -3.94422 -1.70679 -2.37386 -0.090
C -2.61400 -1.35688 -2.56570 -0.081
H 3.26531 3.21381 2.38243 0.108
H 2.33439 4.88314 3.96766 0.101
H -0.14503 5.34795 4.00675 0.095
H -1.56481 4.47457 2.12789 0.104
H -0.59568 2.94381 0.44199 0.095
H 1.60366 4.45511 -0.85682 0.103
H 1.86013 5.27631 -3.22814 0.101
H 3.34622 4.06368 -4.83934 0.108
H 4.17014 1.84359 -4.19618 0.103
H 3.73086 0.87332 -1.94471 0.068
H 0.98748 0.46572 -4.44010 0.112
H 0.67101 2.36745 -6.03658 0.100
H -1.12301 4.08368 -5.65628 0.108
H -2.30436 4.04037 -3.48698 0.093
H -2.02267 2.16286 -1.89740 0.103
H -2.03534 0.15129 0.42324 0.090
H -4.41135 -0.26881 0.68429 0.101
H -5.71961 -1.47946 -1.08831 0.102
H -4.47414 -2.32840 -3.11415 0.102
H -2.10631 -1.58794 -3.49372 0.106
O 3.99478 -4.78569 0.98288 -0.020
C 3.44150 -3.70805 0.88825 -0.812
O 3.71169 -2.79458 0.10165 -0.106
C 2.36040 -3.51296 2.01248 -0.228
P 0.89234 -2.38919 1.88764 0.921
C 0.18430 -2.15785 3.52740 -0.350
C -0.40989 -3.32026 4.02667 -0.110
C -0.97429 -3.30360 5.29821 -0.093
C -1.02283 -2.13180 6.03887 -0.097
C -0.43117 -0.96011 5.53121 -0.094
C 0.19938 -0.95709 4.28691 -0.060
C -0.34471 -3.32678 0.96330 -0.369
C -1.71960 -3.17772 1.24725 -0.117
C -2.67021 -3.91486 0.56502 -0.109
C -2.29719 -4.82591 -0.43954 -0.094
C -0.93253 -4.88511 -0.79713 -0.081
C 0.03333 -4.13771 -0.11202 -0.127
H 2.81744 -3.17593 2.97085 0.094
H 1.90016 -4.47451 2.29647 0.078
H -0.44600 -4.23280 3.40042 0.119
H -1.39286 -4.22100 5.69204 0.097
H -1.50476 -2.13294 7.01018 0.094
H -0.45731 -0.05799 6.14259 0.096
H 0.62827 -0.04706 3.84738 0.107
H -2.01820 -2.46815 1.99875 0.100
H -3.72493 -3.84965 0.82554 0.096
H -3.05626 -5.43886 -0.94210 0.094
H -0.61426 -5.54708 -1.62091 0.106
H 1.09857 -4.16666 -0.41928 0.094
```

Calculated values
* HOMO (alpha / beta): -2.5 / -4.6 eV
* spin multiplicity: 4
* net charge: -1

---

Entry 5:
The following is a DFT calculation (ωB97M-V with the def2-TZVPD basis set) of the ion C9H15O with charge +1.

Geometry as XYZ:
```
25
Properties=species:S:1:pos:R:3:lowdin_charge:R:1
C 0.49490 0.07669 0.01118 -0.208
C 1.85639 -0.32866 -0.07324 -0.003
C 2.93765 0.46559 -0.20111 -0.049
C -0.52216 -1.02022 0.07742 -0.043
C -2.08889 0.78489 0.67485 -0.132
C -1.12009 1.83342 0.35052 -0.117
C -1.94638 -0.43466 -0.26944 -0.281
C 4.37119 0.08816 -0.26405 -0.062
C -3.16386 -1.45208 -0.30969 -0.017
O 0.13461 1.27341 0.02757 0.093
H 1.84835 -1.39838 -0.08867 0.125
H 2.81273 1.54135 -0.11652 0.130
H -0.33209 -1.63981 -0.75608 0.126
H -0.43868 -1.51899 1.01902 0.149
H -1.87751 0.56949 1.72619 0.137
H -3.10730 1.17277 0.75323 0.142
H -1.17041 2.49698 -0.49229 0.153
H -0.89666 2.32252 1.29019 0.149
H -1.86773 -0.08181 -1.27079 0.129
H 4.88403 0.70391 0.55995 0.124
H 5.04656 0.50750 -1.11058 0.132
H 4.49737 -0.99183 -0.19674 0.083
H -3.82362 -1.53702 0.51035 0.063
H -2.69097 -2.35050 -0.73417 0.084
H -3.83739 -1.08272 -1.11710 0.092
```

Calculated values
* HOMO: -14.4 eV
* net charge: +1

---

Entry 6:
The following is a DFT calculation (ωB97M-V with the def2-TZVPD basis set) of a structure of composition C44H35O3P2Ta.

Geometry as XYZ:
```
85
Properties=species:S:1:pos:R:3:lowdin_charge:R:1
Ta -0.06750 0.16446 0.19443 1.698
O -1.49710 -0.52952 -1.41949 -0.245
C -2.63426 0.27762 -1.78010 -0.261
C -3.85299 -0.29200 -2.08027 0.010
C -4.90684 0.55921 -2.40026 0.020
C -4.74528 1.94112 -2.40314 -0.002
C -3.52344 2.49467 -2.06485 -0.022
C -2.44787 1.65546 -1.75323 -0.289
P -0.88684 2.20895 -1.11556 1.101
C 0.03660 3.34244 -2.10068 -0.348
C -0.46960 3.74349 -3.34156 -0.052
C 0.25144 4.65067 -4.10132 -0.016
C 1.46502 5.13915 -3.63567 0.001
C 1.98006 4.71830 -2.41078 -0.030
C 1.27478 3.81538 -1.63970 -0.098
C -1.10871 2.63243 0.61943 -0.362
C -0.49930 3.68223 1.29907 -0.023
C -0.61731 3.75291 2.68307 0.022
C -1.29462 2.76715 3.40116 0.007
C -1.88787 1.70537 2.73883 -0.016
C -1.78464 1.61248 1.34592 -0.211
C -1.35655 -1.79719 -2.10620 -0.249
C -1.70915 -1.95605 -3.42270 0.023
C -1.52953 -3.22195 -3.98395 0.016
C -1.00815 -4.27305 -3.24319 -0.004
C -0.62255 -4.07177 -1.92572 -0.010
C -0.80671 -2.81784 -1.34640 -0.279
P -0.13059 -2.33710 0.22340 1.051
C 1.17845 -3.37161 0.81424 -0.372
C 2.45932 -3.19811 0.27495 -0.081
C 3.46934 -4.06852 0.64471 -0.033
C 3.20318 -5.09990 1.54085 -0.005
C 1.92934 -5.27148 2.07151 -0.019
C 0.90594 -4.41007 1.71142 -0.062
C -1.39385 -1.99547 1.46662 -0.394
C -1.01206 -1.86974 2.81916 -0.088
C -1.98038 -1.73806 3.79829 -0.032
C -3.32686 -1.70611 3.44510 -0.004
C -3.71540 -1.79601 2.10905 -0.014
C -2.75950 -1.95145 1.12207 -0.065
H -3.99255 -1.36432 -2.10044 0.139
H -5.86843 0.13067 -2.65153 0.141
H -5.57791 2.58316 -2.65668 0.139
H -3.40285 3.57068 -2.03333 0.136
H -1.41124 3.36133 -3.71350 0.111
H -0.13623 4.97860 -5.05616 0.134
H 2.01883 5.85268 -4.23164 0.136
H 2.92884 5.10402 -2.06307 0.128
H 1.68201 3.48634 -0.68960 0.100
H 0.02281 4.45911 0.75556 0.124
H -0.19207 4.59921 3.20848 0.142
H -1.39080 2.85748 4.47530 0.139
H -2.46577 0.97183 3.28247 0.116
H -2.47142 0.93303 0.82539 0.112
H -2.11437 -1.14603 -4.01311 0.143
H -1.79979 -3.37592 -5.02038 0.140
H -0.88200 -5.24551 -3.69903 0.138
H -0.16980 -4.87393 -1.35608 0.131
H 2.65707 -2.41088 -0.44523 0.103
H 4.46146 -3.95677 0.22868 0.126
H 3.99505 -5.78183 1.82191 0.134
H 1.73162 -6.08396 2.75761 0.133
H -0.08910 -4.55602 2.11456 0.122
H 0.03222 -1.94392 3.09882 0.115
H -1.69282 -1.69419 4.84077 0.135
H -4.08277 -1.63141 4.21733 0.139
H -4.76637 -1.79934 1.85122 0.134
H -3.06713 -2.11670 0.09732 0.107
C 2.52037 0.60160 3.64987 0.047
C 2.21970 0.56603 2.19917 -0.244
O 0.97319 0.42566 1.88190 -0.154
C 3.22086 0.67455 1.19315 -0.087
C 4.57645 0.87002 1.54393 0.047
C 5.54520 0.96435 0.57181 0.007
C 5.19293 0.86261 -0.77596 0.036
C 3.87135 0.66581 -1.16679 0.039
C 2.91180 0.57623 -0.18723 -0.249
O 1.60482 0.37041 -0.54604 -0.231
H 1.60543 0.50826 4.22760 0.104
H 3.02180 1.53642 3.91290 0.127
H 3.20728 -0.20713 3.91259 0.129
H 4.85813 0.95081 2.58477 0.136
H 6.57898 1.11738 0.84956 0.140
H 5.96104 0.93665 -1.53573 0.143
H 3.59615 0.58245 -2.20967 0.144
```

Calculated values
* HOMO: -19.2 eV
* net charge: +4

---

Entry 7:
The following is a DFT calculation (ωB97M-V with the def2-TZVPD basis set) of a cluster of 2 separate species, C4H12NO2S in total.

Geometry as XYZ:
```
20
Properties=species:S:1:pos:R:3:lowdin_charge:R:1
O -0.99321 -2.60898 0.27352 0.097
C -0.35754 -2.28413 -0.70090 -0.180
C -0.23273 -0.74559 -0.92605 -0.249
C -0.32690 0.02664 0.42811 -0.226
C -0.03811 1.52646 0.38043 -0.570
S 1.40677 1.92135 -0.64078 0.737
N -1.43755 -0.46776 -1.83700 0.208
H 0.33849 -2.95294 -1.32516 0.161
H 0.56720 -0.45105 -1.67091 0.131
H -1.32561 -0.16810 0.85631 0.129
H 0.46749 -0.46583 1.06975 0.126
H 0.30936 1.96458 1.45671 0.118
H -0.88789 2.09575 -0.01453 0.063
H 2.21992 1.61022 0.38782 -0.128
H -1.45398 -0.74268 -2.86994 0.217
H -1.42187 0.51952 -2.05242 0.152
H -2.34946 -0.58328 -1.47372 0.152
H 2.55836 0.88687 3.02168 0.082
H 1.26248 0.11647 3.05673 0.039
O 1.69478 0.80249 2.58035 -0.059
```

Calculated values
* HOMO: -12.5 eV
* net charge: +1

---

- Which formula does entry 1 have?
  C13H11F2N6O4OsS